[1]
DFT (ωB97M-V/def2-TZVPD) results for 12 unconnected molecules or ions with the total composition C47H84Br22N3O3 at a distorted geometry.

Last column: Löwdin charge in e.
Positions of all 159 atoms, in Å:
C (5.401, 1.804, -2.239)  0.01
C (4.074, 1.800, -1.869)  -0.19
C (2.937, 2.348, -2.761)  -0.12
C (1.595, 1.642, -2.371)  -0.26
O (0.584, 2.636, -2.195)  -0.09
C (-0.734, 2.110, -2.125)  -0.12
C (-1.127, 1.136, -3.284)  -0.21
C (-2.438, 1.550, -4.039)  -0.09
C (-3.648, 1.648, -3.044)  -0.17
N (-4.142, 0.341, -2.553)  -0.08
C (-5.219, -0.219, -3.434)  -0.21
C (-4.700, -1.232, -4.493)  -0.12
C (-4.826, 0.537, -1.278)  -0.47
C (-4.730, -0.497, -0.143)  -0.04
O (-5.523, 1.507, -1.094)  0.10
N (0.020, 0.825, -4.214)  0.00
C (0.348, 1.916, -5.168)  -0.07
C (-0.007, 1.620, -6.625)  -0.24
N (-0.468, 0.513, -7.045)  0.12
C (1.178, 0.452, -3.312)  -0.16
C (2.354, -0.230, -4.063)  -0.06
C (2.098, -1.725, -4.457)  -0.38
C (3.193, -2.073, -5.527)  -0.03
O (2.302, -2.666, -3.406)  -0.11
C (1.079, -2.977, -2.733)  -0.20
C (0.885, -4.463, -2.415)  -0.18
C (0.941, -5.459, -3.440)  -0.03
C (0.695, -6.824, -3.085)  -0.07
C (0.377, -7.210, -1.749)  -0.08
C (0.333, -6.229, -0.713)  -0.20
C (0.591, -4.859, -1.049)  -0.22
H (5.747, 1.275, -3.142)  0.06
H (6.100, 2.316, -1.552)  0.07
H (3.835, 1.339, -0.884)  0.06
H (2.834, 3.409, -2.447)  0.14
H (3.189, 2.294, -3.837)  0.11
H (1.760, 1.183, -1.366)  0.15
H (-1.418, 2.980, -2.113)  0.13
H (-0.848, 1.602, -1.141)  0.15
H (-1.385, 0.166, -2.802)  0.15
H (-2.326, 2.495, -4.599)  0.12
H (-2.675, 0.707, -4.721)  0.09
H (-3.383, 2.238, -2.141)  0.12
H (-4.500, 2.195, -3.508)  0.13
H (-5.891, -0.794, -2.757)  0.12
H (-5.848, 0.569, -3.892)  0.13
H (-4.422, -0.643, -5.395)  0.07
H (-3.859, -1.853, -4.127)  0.00
H (-5.554, -1.893, -4.755)  0.08
H (-5.761, -0.748, 0.187)  0.09
H (-4.257, -1.448, -0.447)  0.06
H (-4.220, -0.101, 0.757)  0.03
H (-0.232, -0.055, -4.692)  0.08
H (1.421, 2.196, -5.143)  0.13
H (-0.193, 2.841, -4.885)  0.15
H (0.143, 2.460, -7.368)  -0.06
H (-0.596, 0.609, -8.057)  0.06
H (0.753, -0.329, -2.643)  0.14
H (3.320, -0.183, -3.530)  0.13
H (2.514, 0.300, -5.032)  0.12
H (1.126, -1.857, -4.971)  0.08
H (4.204, -2.073, -5.069)  0.10
H (3.011, -3.123, -5.837)  0.08
H (3.123, -1.415, -6.410)  0.08
H (0.177, -2.661, -3.306)  0.05
H (1.047, -2.384, -1.789)  0.10
H (1.167, -5.164, -4.474)  0.07
H (0.718, -7.565, -3.895)  0.10
H (0.156, -8.257, -1.509)  0.10
H (0.091, -6.510, 0.323)  0.00
H (0.539, -4.090, -0.268)  0.06
Br (2.828, -5.113, 0.385)  0.87
C (4.489, -4.142, 0.749)  -0.63
C (4.230, -2.744, 1.238)  -0.70
Br (3.737, -1.546, -0.202)  0.66
H (5.082, -4.185, -0.160)  0.06
H (4.986, -4.715, 1.532)  0.06
H (5.138, -2.311, 1.658)  0.03
H (3.433, -2.693, 1.975)  0.05
Br (7.831, -1.305, 4.535)  0.61
C (6.373, -0.218, 5.238)  -0.74
C (5.131, -0.369, 4.401)  -0.70
Br (5.259, 0.643, 2.736)  0.59
H (6.734, 0.802, 5.286)  -0.02
H (6.201, -0.587, 6.247)  0.04
H (4.266, 0.044, 4.917)  0.02
H (4.928, -1.401, 4.129)  0.04
Br (-4.909, -0.822, 3.425)  0.65
C (-4.762, -2.735, 3.098)  -0.66
C (-3.342, -3.212, 3.246)  -0.67
Br (-2.264, -2.737, 1.693)  0.61
H (-5.174, -2.919, 2.109)  0.05
H (-5.402, -3.200, 3.847)  0.06
H (-3.308, -4.299, 3.292)  0.04
H (-2.840, -2.799, 4.116)  0.06
Br (5.220, 3.017, 5.825)  0.66
C (3.543, 3.060, 6.816)  -0.65
C (3.690, 2.447, 8.181)  -0.68
Br (3.731, 0.501, 8.084)  0.63
H (2.801, 2.559, 6.199)  0.06
H (3.289, 4.116, 6.896)  0.04
H (2.826, 2.683, 8.801)  0.06
H (4.596, 2.757, 8.692)  -0.03
Br (-1.009, -8.258, 1.830)  0.70
C (-2.497, -7.183, 2.475)  -0.68
C (-3.757, -7.467, 1.701)  -0.69
Br (-3.721, -6.613, -0.049)  0.60
H (-2.183, -6.143, 2.413)  0.03
H (-2.618, -7.461, 3.521)  0.06
H (-4.622, -7.043, 2.209)  0.06
H (-3.926, -8.527, 1.532)  0.05
Br (-5.345, -0.279, 9.283)  0.61
C (-5.393, 0.506, 7.501)  -0.70
C (-6.808, 0.673, 7.013)  -0.71
Br (-7.559, -1.026, 6.426)  0.59
H (-4.792, -0.131, 6.858)  0.03
H (-4.907, 1.475, 7.605)  0.06
H (-6.837, 1.314, 6.133)  0.05
H (-7.480, 1.071, 7.768)  0.02
Br (-8.015, 3.943, 9.002)  0.62
C (-8.059, 4.728, 7.220)  -0.69
C (-9.473, 4.896, 6.728)  -0.69
Br (-10.224, 3.199, 6.139)  0.61
H (-7.456, 4.091, 6.579)  0.04
H (-7.573, 5.696, 7.325)  0.06
H (-9.498, 5.539, 5.850)  0.06
H (-10.144, 5.294, 7.484)  0.05
Br (8.929, 6.110, 9.396)  0.61
C (9.490, 4.367, 8.733)  -0.69
C (8.332, 3.606, 8.144)  -0.69
Br (7.193, 2.855, 9.535)  0.66
H (9.963, 3.850, 9.563)  0.05
H (10.235, 4.580, 7.969)  0.06
H (8.687, 2.749, 7.575)  0.06
H (7.695, 4.219, 7.511)  0.02
Br (7.017, 6.169, 4.307)  0.60
C (5.645, 6.747, 3.052)  -0.69
C (4.601, 7.595, 3.729)  -0.69
Br (3.365, 6.509, 4.773)  0.61
H (5.236, 5.850, 2.595)  0.05
H (6.177, 7.325, 2.298)  0.06
H (3.981, 8.100, 2.990)  0.06
H (5.024, 8.332, 4.407)  0.05
Br (0.404, 3.742, -9.024)  0.74
C (-1.538, 3.699, -9.207)  -0.65
C (-2.059, 4.974, -9.814)  -0.69
Br (-2.080, 6.418, -8.509)  0.62
H (-1.945, 3.500, -8.218)  0.05
H (-1.743, 2.851, -9.859)  0.07
H (-3.096, 4.853, -10.123)  0.06
H (-1.469, 5.318, -10.659)  0.06
Br (-1.566, -2.255, -5.272)  0.79
C (-2.384, -3.495, -6.532)  -0.62
C (-1.784, -4.869, -6.400)  -0.67
Br (-0.028, -4.957, -7.235)  0.64
H (-2.263, -3.065, -7.523)  0.06
H (-3.442, -3.509, -6.274)  0.06
H (-2.391, -5.602, -6.929)  0.07
H (-1.659, -5.184, -5.366)  0.05

Values from the calculation:
**LUMO level**: -1.84 eV
**E_tot**: -58859.1723 Ha
**HOMO-LUMO gap**: 8.26 eV
**Net charge**: +1

[2]
DFT (ωB97M-V/def2-TZVPD) results for a molecular structure, C10H30FN6O4Sr at a distorted geometry.

Last column: Löwdin charge in e.
Positions of all 52 atoms, in Å:
Sr (-3.020, 0.095, 2.272)  1.75
F (-1.100, 0.440, 0.946)  -0.67
C (3.761, -0.264, 2.165)  -0.05
C (2.454, -0.934, 2.584)  -0.42
C (2.640, -1.910, 3.721)  -0.22
O (3.544, -2.902, 3.267)  -0.19
C (3.685, -3.941, 4.195)  -0.12
N (1.445, 0.093, 3.004)  0.03
H (4.249, 0.220, 3.008)  0.09
H (3.485, 0.513, 1.443)  0.06
H (4.378, -0.961, 1.605)  0.08
H (2.039, -1.429, 1.701)  0.13
H (1.716, -2.423, 4.019)  0.12
H (3.055, -1.371, 4.584)  0.13
H (4.452, -4.644, 3.878)  0.09
H (2.758, -4.539, 4.222)  0.09
H (3.906, -3.547, 5.189)  0.09
H (1.873, 1.013, 2.967)  0.07
H (0.724, 0.138, 2.297)  0.00
C (0.158, -2.193, -2.954)  -0.05
C (-1.004, -1.441, -2.273)  -0.41
C (-2.273, -1.547, -3.085)  -0.23
O (-3.327, -0.757, -2.585)  -0.21
C (-3.298, 0.575, -3.101)  -0.08
N (-1.262, -2.043, -0.914)  0.04
H (0.022, -2.225, -4.037)  0.08
H (0.163, -3.233, -2.634)  0.08
H (1.089, -1.693, -2.701)  0.06
H (-0.684, -0.407, -2.115)  0.11
H (-2.579, -2.597, -3.106)  0.14
H (-2.050, -1.275, -4.126)  0.13
H (-2.413, 1.091, -2.722)  0.08
H (-4.151, 1.108, -2.677)  0.08
H (-3.423, 0.531, -4.181)  0.10
H (-0.847, -1.404, -0.242)  0.01
H (-2.271, -1.922, -0.801)  0.04
C (1.463, 2.050, -1.256)  -0.66
O (2.184, 2.697, -1.978)  0.06
N (0.324, 2.534, -0.656)  0.15
N (1.744, 0.733, -0.930)  0.16
H (-0.005, 3.470, -0.805)  0.09
H (-0.181, 1.917, -0.043)  0.02
H (1.081, 0.141, -0.462)  0.05
H (2.531, 0.331, -1.405)  0.10
C (-3.067, 4.124, -1.066)  -0.66
O (-2.243, 4.378, -1.906)  0.07
N (-4.085, 4.954, -0.686)  0.16
N (-3.019, 2.883, -0.419)  0.13
H (-4.141, 5.866, -1.099)  0.12
H (-4.597, 4.724, 0.145)  0.09
H (-2.212, 2.300, -0.564)  0.05
H (-3.668, 2.685, 0.322)  0.05

Values from the calculation:
**LUMO level**: -6.52 eV
**E_tot**: -1158.8889 Ha
**Energy above the lowest of the compared OMol25 structures with the same formula, charge and spin**: 65.45 kcal/mol
**HOMO-LUMO gap**: 5.11 eV
**Net charge**: +1

Question: Which value of LUMO level does entry 2 give?
Answer: -6.52 eV

Question: Among the records above, which one has the lowest HOMO-LUMO gap?
Answer: C10H30FN6O4Sr